Entry 1:
Here is C7H6N2O3 in the gas phase at a distorted geometry from OMol25. Energies are from the ωB97M-V functional and the def2-TZVPD basis.

Computed properties:
Lowest unoccupied orbital energy (alpha / beta) = -0.3 / -0.1 eV
Energy relative to the best compared isomer or geometry (same formula, charge and spin) = 176.87 kcal per mole
HOMO energy (alpha / beta) = -6.848 / -8.995 eV
2S+1 = 1

Structure (XYZ):
```
18
Properties=species:S:1:pos:R:3:lowdin_charge:R:1
H 1.15768 -0.69194 -2.02816 0.08
H 2.58884 0.26070 1.62634 0.09
C 0.48613 0.02812 -1.99594 -0.03
C 0.65077 1.39700 1.36430 -0.03
C -1.94074 -1.36053 -1.66543 -0.04
C 0.13069 0.95136 0.08174 -0.27
N 1.32392 -0.80813 2.60330 -0.09
H 0.29843 0.60670 -2.90285 0.14
H 1.26024 2.27120 1.18359 0.11
O 0.52550 -1.45417 3.27846 0.04
C -0.96742 0.10006 -0.23623 -0.15
H -2.26952 -1.81781 -2.54864 0.10
H -0.23843 1.68584 2.00071 0.14
C 1.60488 0.15196 1.89487 -0.06
O 0.94361 0.95055 -0.94697 0.01
C -0.83447 -0.47928 -1.48037 -0.10
N -2.59458 -1.38550 -0.51752 0.05
O -2.12553 -0.40615 0.28878 0.01
```

Entry 2:
Here is C2H4NP in the gas phase at a distorted geometry from OMol25. Energies are from the ωB97M-V functional and the def2-TZVPD basis.

Computed properties:
Lowest unoccupied orbital energy = 0.8 eV
SMILES = PC1=NC1
Energy relative to the best compared isomer or geometry (same formula, charge and spin) = 43.54 kcal per mole
HOMO energy = -9.681 eV
2S+1 = 1

Structure (XYZ):
```
8
Properties=species:S:1:pos:R:3:lowdin_charge:R:1
N -1.16165 -0.98013 -0.18763 0.10
H 2.23943 -1.43052 0.07565 -0.12
P 1.66302 -0.15008 -0.09991 0.82
H -1.89783 1.05668 0.49407 0.05
C -1.33876 0.54772 -0.21615 -0.17
H -1.57041 0.83144 -1.26465 0.08
H 2.21487 0.38130 1.13228 -0.10
C -0.14867 -0.25640 0.06634 -0.65
```

Number 1 is which compound? C7H6N2O3

Number 2 is which compound? C2H4NP